Record 1
ORCA calculation (ωB97M-V/def2-TZVPD) on C9H9NO5Zr as an isolated structure in a non-equilibrium geometry.

Calculated values
Net charge = +4
Frontier orbital gap = 3.812 eV
Highest occupied orbital energy = -24.31 eV

Geometry as XYZ:
```
25
C9H9NO5Zr | the OMol25 dataset | ωB97M-V/def2-TZVPD
C -2.54 -1.24 1.21
C -0.96 -0.88 1.05
O -0.40 -0.27 2.02
N -0.08 -1.23 -0.09
C -0.77 -1.13 -1.43
C 1.19 -0.48 -0.03
C 1.54 0.87 -0.47
C 0.63 1.96 -1.18
C 0.02 3.05 -0.09
O -1.01 2.84 0.57
C 3.07 0.91 0.02
O 3.85 1.88 -0.12
O 3.47 -0.31 0.70
C 2.40 -1.27 0.70
O 2.35 -2.42 1.19
H -3.12 -0.23 1.23
H -2.66 -1.68 2.31
H -2.96 -2.00 0.41
H -1.22 -2.11 -1.81
H -0.09 -0.72 -2.27
H -1.65 -0.38 -1.37
H -0.17 1.54 -1.88
H 1.35 2.59 -1.85
H 0.57 4.07 0.01
Zr -2.80 -3.36 1.19
```

Atom charges from the natural (NBO) analysis, given in e for atoms 1 to 4: number 1, C, carries -0.688; number 2, C, carries 0.628; number 3, O, carries -0.408; number 4, N, carries -0.443



Record 2
ORCA calculation (ωB97M-V/def2-TZVPD) on an isolated ion of composition C6H4O6S and charge -2 in a non-equilibrium geometry.

Calculated values
Net charge = -2
SMILES = O=C1CC(=O)[C@@]([O-])(O)[C@H](C(=O)[O-])S1
Frontier orbital gap = 6.414 eV
Highest occupied orbital energy = -0.57 eV

Geometry as XYZ:
```
17
C6H4O6S | the OMol25 dataset | ωB97M-V/def2-TZVPD
C 0.56 1.88 0.26
C 1.81 -1.61 0.17
C -0.69 -0.78 -0.20
C -0.41 1.25 1.14
C 0.73 -0.81 -0.82
C -1.18 0.67 0.05
O 2.20 -0.95 1.15
O -1.48 -1.18 -1.37
O 0.91 3.02 0.16
O 2.15 -2.72 -0.26
O -0.87 -1.36 0.93
O -2.22 1.19 -0.39
S 1.17 0.85 -1.04
H -0.29 0.24 1.75
H -0.90 2.02 1.77
H 0.67 -1.31 -1.80
H -2.16 -0.39 -1.50
```

Atom charges from the natural (NBO) analysis, given in e for atoms 1 to 4: number 1, C, carries 0.444; number 2, C, carries 0.813; number 3, C, carries 0.429; number 4, C, carries -0.699



Record 3
ORCA calculation (ωB97M-V/def2-TZVPD) on C14H9N4O5Pd as an isolated structure in a non-equilibrium geometry.

Calculated values
Net charge = -1
Expectation value of S² = 2.008
Spin multiplicity = 3
Frontier orbital gap (alpha / beta) = 6.130 / 7.167 eV
Highest occupied orbital energy (alpha / beta) = -3.53 / -5.58 eV

Geometry as XYZ:
```
33
C14H9N4O5Pd | the OMol25 dataset | ωB97M-V/def2-TZVPD
Pd 14.26 5.17 6.10
C 17.29 6.23 4.08
C 17.31 5.48 5.37
N 16.29 4.87 5.94
C 16.73 4.20 7.06
C 18.10 4.38 7.14
N 18.46 5.18 6.04
C 19.11 4.08 8.25
O 18.76 3.26 9.23
O 20.21 4.62 8.19
C 15.76 3.55 7.94
O 16.15 2.83 8.86
O 14.47 3.87 7.75
H 18.24 6.23 3.58
H 16.98 7.26 4.29
H 16.48 5.81 3.47
H 19.33 5.68 5.99
H 17.78 3.00 9.18
O 14.00 7.83 2.79
C 14.07 6.93 3.61
N 14.27 6.12 4.51
N 7.15 5.33 6.67
C 8.23 4.98 6.41
C 9.62 4.71 6.17
C 10.32 4.05 7.19
C 11.68 3.84 7.09
C 12.32 4.26 5.88
C 11.56 4.48 4.76
C 10.22 4.86 4.96
H 9.81 3.82 8.14
H 12.35 3.59 7.89
H 12.00 4.49 3.78
H 9.59 5.26 4.14
```

Atom charges from the natural (NBO) analysis, given in e for atoms 1 to 4: number 1, Pd, carries 0.919; number 2, C, carries -0.672; number 3, C, carries 0.424; number 4, N, carries -0.490



Record 4
ORCA calculation (ωB97M-V/def2-TZVPD) on C26H22F3N7O4PbS2 as an isolated structure in a non-equilibrium geometry.

Calculated values
Net charge = 0
Frontier orbital gap = 6.653 eV
Highest occupied orbital energy = -7.31 eV

Geometry as XYZ:
```
65
C26H22F3N7O4PbS2 | the OMol25 dataset | ωB97M-V/def2-TZVPD
Pb -0.65 -0.34 1.23
C -2.43 2.77 -0.56
C -3.19 2.28 0.65
C -4.58 2.60 0.64
C -5.30 2.39 1.79
C -4.67 1.74 2.89
C -5.30 1.45 4.14
C -4.68 0.61 5.04
C -3.37 0.19 4.91
C -2.61 0.64 3.87
S -0.89 0.34 3.84
C -3.31 1.30 2.72
N -2.58 1.68 1.66
H -2.87 3.75 -0.86
H -2.69 2.03 -1.39
H -1.30 2.82 -0.46
H -4.95 3.04 -0.26
H -6.37 2.71 1.83
H -6.25 1.90 4.37
H -5.26 0.25 5.95
H -2.88 -0.44 5.66
C 4.80 -0.47 3.20
C 3.95 -1.54 2.63
N 4.28 -2.83 2.59
N 3.20 -3.43 2.03
C 2.13 -2.60 1.88
S 0.59 -2.99 1.40
N 2.67 -1.35 2.21
N 1.96 -0.10 2.23
H 4.78 0.32 2.49
H 5.83 -0.85 3.18
H 4.62 -0.23 4.25
H 3.13 -4.45 1.88
H 2.35 0.52 1.51
H 2.13 0.29 3.14
O 1.12 2.83 -1.36
C 1.63 1.77 -1.00
O 1.27 1.04 -0.01
C 2.79 1.26 -1.81
C 3.05 1.84 -3.09
C 4.06 1.33 -3.84
C 4.78 0.21 -3.40
C 4.56 -0.30 -2.15
C 3.52 0.14 -1.35
N 5.52 -1.28 -1.62
O 5.25 -1.72 -0.51
O 6.56 -1.51 -2.28
H 2.45 2.68 -3.48
H 4.28 1.70 -4.83
H 5.57 -0.17 -4.04
H 3.25 -0.43 -0.42
F -1.49 -2.06 -6.21
C -2.55 -2.01 -5.25
F -3.36 -0.97 -5.68
F -3.28 -3.19 -5.45
C -2.19 -1.84 -3.80
C -0.92 -1.34 -3.46
C -0.77 -0.93 -2.11
N -1.74 -1.09 -1.25
C -2.86 -1.76 -1.50
C -3.11 -2.18 -2.80
H -0.15 -1.18 -4.21
H 0.09 -0.33 -1.76
H -3.54 -1.85 -0.63
H -4.07 -2.69 -3.00
```

Atom charges from the natural (NBO) analysis, given in e for atoms 1 to 4: number 1, Pb, carries 1.342; number 2, C, carries -0.667; number 3, C, carries 0.247; number 4, C, carries -0.272



Record 5
ORCA calculation (ωB97M-V/def2-TZVPD) on C58H45N7O2PPt as an isolated structure in a non-equilibrium geometry.

Calculated values
Net charge = +1
Frontier orbital gap = 7.478 eV
Highest occupied orbital energy = -10.06 eV

Geometry as XYZ:
```
114
C58H45N7O2PPt | the OMol25 dataset | ωB97M-V/def2-TZVPD
Pt -0.16 0.06 0.56
C 1.49 0.66 -4.77
N 1.87 0.42 -3.39
C 1.28 0.95 -2.29
N 1.85 0.50 -1.20
C 2.83 -0.37 -1.57
C 2.86 -0.43 -2.95
C 3.64 -1.22 -3.93
C 3.40 -2.59 -4.07
C 4.11 -3.33 -5.00
C 5.07 -2.71 -5.79
C 5.31 -1.35 -5.65
C 4.60 -0.61 -4.72
C 3.62 -1.06 -0.55
C 4.54 -2.06 -0.86
C 5.24 -2.72 0.15
C 5.02 -2.39 1.48
C 4.11 -1.39 1.80
C 3.43 -0.72 0.79
P -0.04 2.17 -2.24
C 0.01 2.79 -0.52
N -0.26 2.10 0.58
C -0.35 2.97 1.62
C -0.08 4.24 1.15
N 0.13 4.10 -0.21
C 0.43 5.19 -1.13
C -0.07 5.53 1.85
C 1.04 6.36 1.80
C 1.04 7.57 2.48
C -0.07 7.95 3.22
C -1.18 7.11 3.28
C -1.18 5.91 2.60
C -0.74 2.58 2.98
C 0.04 2.91 4.08
C -0.34 2.51 5.35
C -1.50 1.77 5.52
C -2.29 1.45 4.43
C -1.91 1.85 3.16
C -1.47 1.08 -1.92
N -1.55 0.12 -0.99
C -2.87 -0.27 -0.92
C -3.59 0.48 -1.83
N -2.69 1.32 -2.43
C -3.05 2.32 -3.44
C -5.03 0.51 -2.14
C -5.50 0.06 -3.37
C -6.86 0.09 -3.65
C -7.75 0.56 -2.70
C -7.29 1.00 -1.47
C -5.93 0.98 -1.19
C -3.45 -1.32 -0.07
C -3.05 -1.49 1.26
C -3.64 -2.46 2.05
C -4.63 -3.27 1.53
C -5.03 -3.12 0.21
C -4.44 -2.15 -0.59
H 0.45 0.98 -4.81
H 1.59 -0.27 -5.34
H 2.13 1.41 -5.23
H 2.66 -3.07 -3.44
H 3.93 -4.39 -5.10
H 5.63 -3.29 -6.52
H 6.06 -0.87 -6.27
H 4.80 0.45 -4.60
H 4.73 -2.34 -1.89
H 5.95 -3.49 -0.11
H 5.55 -2.91 2.26
H 3.94 -1.11 2.83
H 2.73 0.07 1.05
H -0.08 6.09 -0.79
H 0.08 4.92 -2.12
H 1.50 5.38 -1.16
H 1.92 6.06 1.25
H 1.91 8.21 2.44
H -0.07 8.89 3.76
H -2.04 7.40 3.86
H -2.04 5.25 2.65
H 0.96 3.47 3.94
H 0.27 2.75 6.20
H -1.79 1.44 6.51
H -3.20 0.87 4.56
H -2.53 1.60 2.30
H -3.62 1.85 -4.23
H -2.14 2.74 -3.85
H -3.65 3.10 -2.98
H -4.80 -0.32 -4.11
H -7.22 -0.26 -4.61
H -8.81 0.57 -2.91
H -7.98 1.35 -0.72
H -5.56 1.31 -0.22
H -2.24 -0.87 1.60
H -3.31 -2.58 3.08
H -5.10 -4.03 2.15
H -5.80 -3.76 -0.20
H -4.76 -2.06 -1.62
O 1.05 -1.47 4.03
C 0.75 -1.21 2.89
O 0.63 -0.01 2.40
C 0.53 -2.33 1.88
C 0.77 -3.66 2.25
C 0.64 -4.63 1.30
C 0.32 -4.26 -0.03
C 0.22 -5.23 -1.06
C -0.05 -4.85 -2.34
C -0.24 -3.48 -2.64
C -0.15 -2.53 -1.67
C 0.11 -2.90 -0.33
N 0.18 -1.96 0.66
H 1.05 -3.85 3.27
H 0.80 -5.67 1.53
H 0.38 -6.27 -0.81
H -0.13 -5.59 -3.13
H -0.44 -3.18 -3.66
H -0.28 -1.48 -1.91
```

Atom charges from the Mulliken analysis, given in e for atoms 1 to 4: number 1, Pt, carries 1.379; number 2, C, carries -0.966; number 3, N, carries 0.454; number 4, C, carries -0.578



Record 6
ORCA calculation (ωB97M-V/def2-TZVPD) on C36H37AlBBrN8O2S as an isolated structure in a non-equilibrium geometry.

Calculated values
Net charge = 0
Frontier orbital gap (alpha / beta) = 6.799 / 4.895 eV
Highest occupied orbital energy (alpha / beta) = -7.70 / -5.80 eV

Geometry as XYZ:
```
87
C36H37AlBBrN8O2S | the OMol25 dataset | ωB97M-V/def2-TZVPD
Al 12.35 10.71 8.76
C 7.48 11.91 5.69
C 7.95 12.47 6.97
C 7.22 12.95 8.14
C 8.16 13.49 9.00
C 8.05 14.01 10.34
N 9.38 13.38 8.38
N 9.22 12.72 7.15
B 10.77 13.97 8.65
N 11.34 13.38 9.99
N 11.56 11.92 10.12
C 12.01 11.80 11.41
C 12.26 10.46 12.12
C 11.97 13.00 12.10
C 11.53 13.92 11.16
C 11.33 15.41 11.36
N 11.77 13.62 7.47
N 11.76 12.17 7.23
C 11.69 11.62 6.14
C 11.71 11.68 4.68
C 13.54 14.38 5.84
C 12.36 14.56 6.75
C 11.96 15.96 6.96
H 6.51 11.53 5.86
H 7.54 12.71 4.91
H 8.07 11.04 5.39
H 6.11 12.88 8.31
H 8.93 13.92 10.93
H 7.83 15.12 10.32
H 7.19 13.61 10.90
H 10.72 15.17 8.74
H 13.11 9.82 11.73
H 12.48 10.73 13.14
H 11.33 9.88 12.07
H 12.37 13.23 13.06
H 10.47 15.75 10.79
H 11.42 15.70 12.48
H 12.11 15.97 10.85
H 10.85 12.19 4.23
H 12.69 12.09 4.29
H 11.81 10.68 4.21
H 14.30 15.21 6.08
H 11.34 16.44 6.22
H 11.48 16.08 7.95
H 12.92 16.51 6.93
O 13.75 13.53 4.98
S 14.78 12.72 8.30
O 15.65 13.03 7.09
N 14.15 11.14 8.34
C 15.10 10.09 8.27
C 16.28 10.00 7.48
C 17.20 9.00 7.84
C 17.02 7.98 8.76
C 15.72 7.92 9.37
C 15.29 6.81 10.20
C 13.95 6.82 10.66
C 13.04 7.78 10.16
N 13.46 8.87 9.40
C 14.77 8.97 9.10
C 16.05 12.53 9.64
C 17.34 13.08 9.47
C 18.23 13.03 10.52
C 17.87 12.52 11.76
C 16.62 11.92 11.90
C 15.73 11.93 10.86
H 16.46 10.73 6.66
H 18.18 8.97 7.31
H 17.76 7.20 9.00
H 15.92 5.96 10.60
H 13.48 6.02 11.27
H 11.99 7.69 10.46
H 17.54 13.57 8.57
H 19.24 13.35 10.43
H 18.49 12.53 12.66
H 16.31 11.40 12.77
H 14.70 11.53 10.89
Br 6.79 7.97 6.39
C 8.38 8.53 7.19
C 8.30 9.28 8.35
C 9.47 9.76 8.96
C 10.69 9.61 8.44
C 10.74 8.81 7.28
C 9.64 8.28 6.66
H 7.36 9.48 8.74
H 9.30 10.46 9.79
H 11.73 8.72 6.77
H 9.76 7.60 5.75
```

Atom charges from the Mulliken analysis, given in e for atoms 1 to 4: number 1, Al, carries -1.190; number 2, C, carries -1.463; number 3, C, carries 0.705; number 4, C, carries -1.316



Record 7
ORCA calculation (ωB97M-V/def2-TZVPD) on an isolated molecule of C14H20ClN3O2.

Calculated values
Net charge = 0
SMILES = CC(C)C[C@@H](NC(N)=O)C(=O)NCc1ccccc1Cl
Frontier orbital gap = 9.908 eV
Highest occupied orbital energy = -9.25 eV

Geometry as XYZ:
```
40
C14H20ClN3O2 | the OMol25 dataset | ωB97M-V/def2-TZVPD
C -1.89 -0.82 -2.18
H -1.74 -1.64 -1.48
H -1.60 -1.17 -3.17
H -2.94 -0.56 -2.19
C -1.03 0.38 -1.78
C 0.43 -0.05 -1.63
H 0.52 -0.85 -0.91
H 1.05 0.78 -1.31
H 0.81 -0.41 -2.59
C -1.57 1.11 -0.55
C -1.85 0.30 0.74
N -2.97 -0.59 0.59
C -4.25 -0.15 0.61
O -4.55 1.03 0.67
N -5.19 -1.14 0.47
H -4.96 -2.09 0.68
H -6.15 -0.86 0.63
H -2.74 -1.57 0.62
H -2.11 1.04 1.52
C -0.67 -0.53 1.23
O -0.71 -1.75 1.28
N 0.37 0.20 1.67
H 0.35 1.20 1.56
C 1.63 -0.38 2.10
C 2.75 0.03 1.19
C 3.22 1.34 1.25
C 4.21 1.79 0.40
C 4.75 0.93 -0.54
C 4.30 -0.38 -0.62
C 3.30 -0.82 0.24
Cl 2.77 -2.46 0.11
H 4.71 -1.06 -1.35
H 5.52 1.27 -1.22
H 4.56 2.81 0.46
H 2.81 2.01 1.99
H 1.49 -1.47 2.09
H 1.84 -0.06 3.13
H -2.52 1.58 -0.80
H -0.87 1.92 -0.30
H -1.08 1.11 -2.60
```

Atom charges from the natural (NBO) analysis, given in e for atoms 1 to 4: number 1, C, carries -0.607; number 2, H, carries 0.204; number 3, H, carries 0.206; number 4, H, carries 0.212



Record 8
ORCA calculation (ωB97M-V/def2-TZVPD) on an isolated molecule of C5H8N2 in a non-equilibrium geometry.

Calculated values
Net charge = 0
Frontier orbital gap = 9.037 eV
Highest occupied orbital energy = -9.06 eV

Geometry as XYZ:
```
15
C5H8N2 | the OMol25 dataset | ωB97M-V/def2-TZVPD
C -0.84 1.22 0.11
C -0.33 -0.20 0.38
C -1.40 -1.28 0.40
N 0.81 -0.38 -0.55
C 1.99 -0.45 0.02
C 3.03 0.20 -0.71
N 3.84 1.01 -0.95
H -1.39 1.60 0.98
H -1.51 1.25 -0.76
H 0.00 1.89 -0.07
H -2.04 -1.27 -0.49
H -0.96 -2.27 0.52
H -2.04 -1.08 1.27
H 0.66 -0.01 -1.49
H 0.17 -0.22 1.35
```

Atom charges from the natural (NBO) analysis, given in e for atoms 1 to 4: number 1, C, carries -0.624; number 2, C, carries -0.056; number 3, C, carries -0.621; number 4, N, carries -0.500



Record 9
ORCA calculation (ωB97M-V/def2-TZVPD) on a 10-piece molecular cluster, C5H30N10O10 overall in a non-equilibrium geometry.

Calculated values
Net charge = 0
SMILES = NC(N)=O.NC(N)=O.NC(N)=O.NC(N)=O.NC(N)=O.O.O.O.O.O
Frontier orbital gap = 9.373 eV
Highest occupied orbital energy = -9.45 eV

Geometry as XYZ:
```
55
C5H30N10O10 | the OMol25 dataset | ωB97M-V/def2-TZVPD
O -3.36 -5.03 -0.45
H -4.03 -4.35 -0.46
H -3.25 -5.25 0.48
O -3.38 -1.15 -4.04
H -4.01 -0.61 -3.56
H -2.75 -1.43 -3.38
O 0.11 -0.99 -0.25
H 0.35 -1.91 -0.13
H 0.78 -0.50 0.24
O 1.37 -5.14 1.50
H 0.84 -5.27 2.28
H 1.49 -6.02 1.14
O 4.78 -1.66 0.66
H 4.41 -0.80 0.84
H 4.18 -2.27 1.09
C 2.32 1.49 4.46
O 2.42 1.65 3.28
N 1.55 2.20 5.23
N 2.98 0.64 5.12
H 1.10 3.03 4.88
H 1.40 1.96 6.20
H 3.79 0.35 4.59
H 3.02 0.58 6.13
C -4.22 4.39 -2.01
O -4.92 3.53 -2.42
N -4.61 5.58 -1.87
N -3.04 4.17 -1.49
H -3.88 6.24 -1.68
H -5.58 5.86 -1.93
H -2.61 3.29 -1.25
H -2.55 4.92 -1.03
C -5.85 -3.03 4.02
O -5.50 -3.22 5.19
N -7.02 -3.38 3.63
N -5.10 -2.39 3.16
H -7.63 -3.68 4.37
H -7.41 -2.95 2.80
H -4.17 -2.03 3.34
H -5.43 -2.31 2.21
C 4.26 -4.04 -4.94
O 4.43 -3.85 -6.12
N 4.64 -3.22 -4.02
N 3.82 -5.16 -4.42
H 4.92 -2.30 -4.33
H 4.48 -3.48 -3.06
H 3.54 -5.27 -3.46
H 3.78 -5.89 -5.12
C 3.74 5.69 -2.21
O 3.70 4.61 -2.77
N 3.44 5.71 -1.00
N 3.98 6.82 -2.66
H 3.16 6.50 -0.43
H 3.16 4.83 -0.60
H 4.24 7.62 -2.10
H 4.14 6.90 -3.66
```

Atom charges from the natural (NBO) analysis, given in e for atoms 1 to 4: number 1, O, carries -0.931; number 2, H, carries 0.465; number 3, H, carries 0.466; number 4, O, carries -0.936



Record 10
ORCA calculation (ωB97M-V/def2-TZVPD) on CH2F3O4SY as an isolated structure in a non-equilibrium geometry.

Calculated values
Net charge = +1
Expectation value of S² = 0.751
Spin multiplicity = 2
Frontier orbital gap (alpha / beta) = 6.605 / 7.975 eV
Highest occupied orbital energy (alpha / beta) = -12.23 / -14.04 eV

Geometry as XYZ:
```
12
CH2F3O4SY | the OMol25 dataset | ωB97M-V/def2-TZVPD
Y 2.33 2.05 -1.54
O 1.17 1.39 0.40
S 0.57 -0.13 -0.05
O 1.18 -1.08 0.88
O 1.19 -0.05 -1.42
C -0.92 -1.10 -0.65
F -0.53 -2.13 -1.39
F -1.62 -1.60 0.36
F -1.68 -0.30 -1.39
O -0.80 0.94 1.50
H -1.19 0.18 1.94
H 0.30 1.83 1.37
```

Atom charges from the natural (NBO) analysis, given in e for atoms 1 to 4: number 1, Y, carries 1.784; number 2, O, carries -1.094; number 3, S, carries 2.160; number 4, O, carries -0.840



Record 11
ORCA calculation (ωB97M-V/def2-TZVPD) on an isolated ion of composition C3H8FN2 and charge +1 in a non-equilibrium geometry.

Calculated values
Net charge = +1
SMILES = CNC(=[NH2+])CF
Frontier orbital gap = 12.315 eV
Highest occupied orbital energy = -15.71 eV

Geometry as XYZ:
```
14
C3H8FN2 | the OMol25 dataset | ωB97M-V/def2-TZVPD
C 0.42 0.12 0.14
C -1.84 -0.05 -0.86
C 1.50 -0.56 1.03
N -0.68 -0.55 -0.02
N 0.74 1.31 -0.30
F 1.16 -1.83 1.35
H -2.36 -0.77 -1.32
H -2.64 0.31 -0.12
H -1.35 0.80 -1.38
H 1.63 -0.02 1.91
H 2.52 -0.83 0.46
H -0.62 -1.49 0.17
H 1.56 1.86 -0.09
H -0.04 1.71 -0.96
```

Atom charges from the natural (NBO) analysis, given in e for atoms 1 to 4: number 1, C, carries 0.512; number 2, C, carries -0.396; number 3, C, carries -0.005; number 4, N, carries -0.488



Electronic energy (eV)
-22420.605; -29405.604; -34342.557; -81008.167; -87937.245; -142096.668; -35932.412; -8292.300; -41048.354; -29277.908; -8930.877